[1]
12
Properties=species:S:1:pos:R:3:forces:R:3:nbo_charge:R:1 method="wB97M-V/def2-TZVPD" lumo_ha=0.037 gap_ev=10.434 smiles="CC#CCC=O" fmax_ev_per_a=0.67 de_lowest_ev=2.361 homo_energy_ev=-9.430 total_energy_ev=-7326.92323
C 2.02680 -0.45056 0.18598 0.183 0.044 0.022 -0.69
C 0.89086 0.45139 0.30658 -0.239 0.439 -0.053 0.06
C -0.14434 1.08084 0.31276 0.500 -0.446 0.077 -0.05
C -1.59620 0.93019 0.09549 -0.084 -0.056 0.075 -0.55
C -1.40863 -0.47746 -0.46599 -0.182 -0.326 0.128 0.45
O -1.48876 -1.47056 0.21286 -0.368 0.182 -0.425 -0.55
H 2.28838 -0.91474 1.14072 0.005 0.181 -0.089 0.24
H 2.88669 0.08359 -0.21695 0.129 -0.136 0.047 0.24
H 1.76282 -1.26110 -0.50881 0.031 0.227 0.138 0.25
H -2.05040 1.65349 -0.58929 0.198 -0.157 0.076 0.24
H -2.15983 0.87387 1.02847 0.078 0.113 -0.073 0.25
H -1.00739 -0.49895 -1.50182 -0.251 -0.066 0.076 0.11

=====

[2]
13
Properties=species:S:1:pos:R:3:forces:R:3:nbo_charge:R:1 method="wB97M-V/def2-TZVPD" lumo_ha=0.037 gap_ev=9.266 smiles="C1=CO[C@H]2C[C@@H]2O1" fmax_ev_per_a=5.02 de_lowest_ev=6.918 homo_energy_ev=-8.266 total_energy_ev=-9370.17806
C -0.91450 -0.10900 -1.67138 0.280 3.680 -0.672 -0.42
C 0.30642 -0.00263 -0.94526 -3.289 0.915 1.227 0.05
C 1.30998 -0.08559 0.94930 1.273 -3.857 -1.455 -0.03
C 0.23671 0.55255 1.45709 -2.245 0.931 3.445 0.03
C -1.02626 -0.21907 -0.15624 -0.610 -2.044 -1.930 0.04
H -0.83228 0.78412 -2.34740 -1.703 -1.082 0.514 0.24
H -1.07340 -1.01257 -2.01928 -1.567 -4.065 -2.464 0.21
H 0.45263 1.04770 -0.88980 1.126 0.955 0.327 0.15
H 2.30183 -0.62865 1.24780 -2.126 2.139 0.677 0.26
H -0.03473 0.92704 2.59571 1.907 -0.933 -3.062 0.25
H -1.34916 -1.34171 0.18515 1.245 2.826 -0.940 0.19
O 1.19930 -0.76916 -0.40639 4.115 -0.388 2.852 -0.48
O -1.06666 0.69497 0.83474 1.594 0.924 1.481 -0.49

=====

[3]
13
Properties=species:S:1:pos:R:3:forces:R:3:nbo_charge:R:1 method="wB97M-V/def2-TZVPD" lumo_ha=0.021 gap_ev=10.549 smiles="C#C[C@H](C=O)CO" fmax_ev_per_a=1.07 de_lowest_ev=2.613 homo_energy_ev=-9.970 total_energy_ev=-9374.48285
O 0.96465 1.34703 -1.59664 0.250 0.128 0.027 -0.71
C 0.11934 1.17519 -0.49585 -0.202 0.030 0.233 -0.03
C -0.17938 -0.32247 -0.20712 0.234 -0.007 0.463 -0.45
C 1.06937 -1.13645 0.10653 0.451 0.209 -0.596 0.46
O 2.03833 -0.99598 -0.60573 0.083 -0.167 0.686 -0.54
C -1.26174 -0.47349 0.78753 -0.254 -0.154 0.117 -0.01
C -2.09726 -0.54285 1.65784 0.437 -0.024 -0.609 -0.23
H 1.81852 0.95282 -1.36785 -0.159 -0.073 -0.214 0.49
H 0.51089 1.66653 0.40771 -0.057 -0.140 -0.083 0.17
H -0.83065 1.65427 -0.75087 0.121 -0.085 0.108 0.19
H -0.32851 -0.75788 -1.19912 -1.074 0.008 -0.019 0.27
H 1.04959 -1.93699 0.86802 -0.157 0.216 0.139 0.14
H -2.87315 -0.62972 2.39554 0.328 0.059 -0.252 0.25

=====

[4]
13
Properties=species:S:1:pos:R:3:forces:R:3:nbo_charge:R:1 method="wB97M-V/def2-TZVPD" lumo_ha=0.018 gap_ev=10.048 fmax_ev_per_a=1.16 de_lowest_ev=4.396 homo_energy_ev=-9.550 total_energy_ev=-9372.69982
O 2.26036 1.15220 -0.94339 -0.009 0.240 0.140 -0.70
C 1.96070 -0.09487 -0.35142 -0.014 -0.347 0.088 -0.10
C 0.53997 -0.19216 0.08103 -0.113 -0.041 0.257 -0.25
C -0.28502 -0.36094 1.02401 -0.020 0.079 -0.376 0.06
C -1.66657 -0.38179 1.11669 0.086 -0.052 0.250 -0.56
C -1.92089 -0.00736 -0.75858 -0.974 0.124 -0.618 0.54
O -2.92698 0.09991 -1.31830 0.949 -0.105 0.550 -0.48
H 2.05062 1.83732 -0.29623 0.047 -0.040 -0.143 0.47
H 2.61419 -0.30819 0.50614 -0.100 0.059 -0.126 0.19
H 2.16945 -0.84532 -1.11895 -0.046 0.076 0.101 0.20
H -2.16959 0.43751 1.63383 0.089 -0.098 -0.091 0.24
H -2.16468 -1.34199 1.26392 0.084 0.121 -0.052 0.24
H -0.46154 0.00568 -0.83875 0.020 -0.016 0.021 0.15

=====

[5]
13
Properties=species:S:1:pos:R:3:forces:R:3:nbo_charge:R:1 method="wB97M-V/def2-TZVPD" lumo_ha="-0.026 / -0.026" gap_ev="8.332 / 8.335" fmax_ev_per_a=0.40 de_lowest_ev=6.158 homo_energy_ev="-9.032 / -9.034" total_energy_ev=-9370.93742
C -0.03779 -1.20392 0.53188 -0.074 -0.093 0.014 -0.51
C -1.07615 -0.09440 0.59141 0.012 -0.095 -0.325 0.07
O 0.64568 0.79574 1.38742 -0.105 0.065 0.143 -0.68
C 0.98701 -0.07755 0.31610 0.191 -0.091 -0.164 0.07
C 0.42450 0.61376 -0.94259 0.255 0.103 0.010 0.11
O -0.39500 -0.16122 -1.77745 0.032 -0.072 -0.038 -0.46
C -1.05203 0.55839 -0.72582 -0.345 0.089 0.180 -0.08
H 0.10234 -1.70257 1.49070 -0.013 0.086 -0.141 0.23
H -0.15220 -1.90312 -0.29644 0.024 0.101 0.096 0.24
H -0.62857 0.58116 1.53619 0.151 0.129 0.116 0.39
H 2.06227 -0.29939 0.29569 -0.171 0.035 -0.006 0.19
H 0.89880 1.48919 -1.38083 -0.066 -0.134 0.064 0.21
H -1.71877 1.35921 -1.02446 0.110 -0.124 0.050 0.22

=====

[6]
13
Properties=species:S:1:pos:R:3:forces:R:3:nbo_charge:R:1 method="wB97M-V/def2-TZVPD" lumo_ha=-0.002 gap_ev=10.189 smiles="C#CC(=O)[C@@H](C)O" fmax_ev_per_a=0.59 de_lowest_ev=2.397 homo_energy_ev=-10.235 total_energy_ev=-9374.69860
C -0.57761 -1.67278 0.10316 -0.042 -0.043 -0.052 -0.62
C 0.13674 -0.42955 0.60817 -0.254 -0.035 -0.073 0.02
O 1.24887 -0.87449 1.35264 0.195 0.178 0.115 -0.69
C 0.59782 0.42381 -0.58385 0.281 -0.137 -0.268 0.48
O 1.43626 0.04061 -1.36793 -0.380 0.206 0.349 -0.47
C -0.01943 1.74545 -0.68935 -0.210 0.549 -0.048 -0.14
C -0.50814 2.84747 -0.69830 0.172 -0.469 0.016 -0.13
H -0.93440 -2.26049 0.95342 0.057 0.097 -0.112 0.22
H 0.13208 -2.27312 -0.47288 -0.113 0.090 0.048 0.23
H -1.43045 -1.41632 -0.53328 0.105 -0.010 0.099 0.21
H -0.54192 0.17639 1.22891 0.145 -0.080 -0.095 0.17
H 1.79245 -0.11132 1.58672 -0.030 -0.169 0.043 0.47
H -0.93702 3.82648 -0.71339 0.074 -0.177 -0.022 0.24